Entry 1:
Computed, not measured: 12 unconnected molecules or ions with the total composition C24H48O48S12 in a non-equilibrium geometry, with ωB97M-V/def2-TZVPD.

Each line ends with the Mulliken charge.
Positions of all 132 atoms, in Å:
O1 -16.098730 8.695980 -11.392600  -0.5181
S1 -15.473390 9.634230 -10.519370  1.0924
O2 -14.638260 9.293410 -9.342990  -0.5243
O3 -14.818540 10.962670 -11.272160  -0.4079
C1 -15.693030 12.008210 -11.637060  0.0821
C2 -16.720220 11.904980 -10.495080  0.4327
O4 -16.660890 10.576120 -9.907290  -0.3515
H1 -15.325230 13.022640 -11.791210  0.0609
H2 -16.115750 11.782430 -12.616050  0.2796
H3 -17.746980 12.100580 -10.804280  -0.4311
H4 -16.621560 12.607750 -9.667760  0.2387
O5 -17.369700 16.887990 -12.683320  -0.4330
S2 -16.328700 16.109490 -11.952790  1.0656
O6 -16.855190 15.197290 -10.936140  -0.4615
O7 -15.387860 15.286460 -13.123380  -0.3091
C3 -14.269000 16.089570 -13.491230  -0.2797
C4 -14.040800 17.108930 -12.406800  -0.3372
O8 -15.028690 17.028120 -11.499390  -0.3502
H5 -13.406160 15.453350 -13.688270  0.3159
H6 -14.630660 16.630900 -14.365450  0.2701
H7 -14.113340 18.135410 -12.766220  0.2734
H8 -13.135490 16.983730 -11.812800  0.2518
O9 -25.045370 15.243280 -14.014800  -0.2653
S3 -26.292990 15.702640 -14.645710  0.9374
O10 -26.777600 15.064460 -15.901190  -0.6304
O11 -27.460480 15.916810 -13.522750  -0.2661
C5 -28.168210 17.118150 -13.697860  -0.0453
C6 -27.536940 17.940800 -14.762230  -0.4219
O12 -26.179200 17.361970 -14.812560  -0.2660
H9 -29.176730 16.883260 -14.038150  0.2362
H10 -28.120980 17.574620 -12.709170  -0.0457
H11 -27.571680 19.024550 -14.651010  0.3939
H12 -28.186660 17.798060 -15.625710  0.3014
O13 -17.985950 14.070860 -13.863160  -0.0479
S4 -18.744120 13.994830 -15.061340  0.7947
O14 -18.019150 14.046850 -16.328430  -0.6098
O15 -19.764290 12.786330 -15.077290  -0.5809
C7 -20.942870 12.979310 -14.289690  0.6320
C8 -21.200340 14.470650 -14.439970  0.8673
O16 -20.049800 15.010640 -15.025540  -0.3357
H13 -21.688300 12.415450 -14.850490  -0.0219
H14 -20.866200 12.490650 -13.318380  -0.2030
H15 -21.336100 14.990170 -13.491410  -0.6228
H16 -22.095630 14.815880 -14.957060  0.1395
O17 -20.848840 19.237640 -17.476140  -0.5843
S5 -21.125550 17.970400 -16.812540  1.0887
O18 -20.700350 16.748140 -17.448320  -0.4791
O19 -20.633580 17.985540 -15.172240  -0.3263
C9 -21.496960 18.812450 -14.474040  -0.2424
C10 -22.903880 18.422510 -15.029750  0.0824
O20 -22.733770 17.907310 -16.345790  -0.3183
H17 -21.282430 18.863730 -13.406590  0.1485
H18 -21.272050 19.835220 -14.776460  0.3737
H19 -23.447740 19.365810 -14.979780  0.3767
H20 -23.474040 17.792040 -14.347450  -0.0629
O21 -20.677040 22.267790 -13.810990  -0.5410
S6 -21.546240 22.423140 -12.604270  1.0960
O22 -22.341410 23.627660 -12.406480  -0.5597
O23 -22.426760 21.065270 -12.378210  -0.1688
C11 -22.433670 20.688760 -11.035540  0.4437
C12 -21.230990 21.388940 -10.335270  -0.2222
O24 -20.661560 22.217030 -11.285940  -0.3701
H21 -23.393210 20.950070 -10.589320  0.1969
H22 -22.336420 19.607200 -10.941270  -0.3866
H23 -20.444470 20.650150 -10.181410  0.2362
H24 -21.506250 21.970990 -9.455760  0.3242
O25 -22.347960 11.208550 -6.971990  -0.5591
S7 -21.231410 11.288350 -7.927950  1.1426
O26 -19.970870 11.928370 -7.523480  -0.5649
O27 -21.047830 9.838740 -8.734180  -0.4557
C13 -20.697940 10.089250 -10.060500  -0.5264
C14 -21.188880 11.463870 -10.463390  1.4294
O28 -21.756930 12.072420 -9.299730  -0.1389
H25 -19.703810 9.749210 -10.350630  0.3292
H26 -21.211700 9.260940 -10.548430  0.3104
H27 -21.872860 11.373100 -11.307210  -0.1999
H28 -20.336370 12.011010 -10.865840  -0.8042
O29 -23.832400 14.958400 -11.478660  1.0002
S8 -22.611550 15.678950 -11.020610  -0.9547
O30 -22.250550 17.013490 -11.566610  -0.2441
O31 -22.397580 15.688880 -9.396150  0.1353
C15 -21.001450 15.625580 -9.054360  -0.4851
C16 -20.332650 15.107200 -10.277980  -0.7395
O32 -21.330580 14.691590 -11.187230  0.0099
H29 -20.466460 16.564770 -8.913560  0.1855
H30 -20.619670 14.919810 -8.316640  0.5085
H31 -19.449980 14.473070 -10.195110  0.3809
H32 -20.026660 15.963740 -10.878660  0.2860
O33 -27.004380 13.611240 -6.916840  -0.6168
S9 -26.174160 13.707390 -8.093760  0.9368
O34 -24.905970 14.457240 -7.935620  -0.1973
O35 -25.969230 12.235770 -8.822540  -0.5065
C17 -25.738940 12.509910 -10.189540  0.1845
C18 -26.771900 13.544970 -10.609920  0.2698
O36 -26.988260 14.249940 -9.437510  -0.3523
H33 -24.756060 12.976310 -10.256770  -0.1757
H34 -25.954910 11.590870 -10.734360  0.3706
H35 -27.781210 13.205630 -10.842810  0.1969
H36 -26.396450 14.301800 -11.298650  -0.1028
O37 -26.381050 12.799640 -13.393410  -0.5543
S10 -25.097510 12.090120 -13.655560  0.9410
O38 -24.007350 12.303970 -12.710910  -0.2817
O39 -25.156150 10.541400 -14.279160  -0.3730
C19 -25.686730 10.510280 -15.505960  -0.3209
C20 -25.200520 11.777990 -16.118740  -0.4613
O40 -24.586080 12.602150 -15.128040  -0.1921
H37 -25.459680 9.611500 -16.079330  0.3226
H38 -26.772670 10.586800 -15.451370  0.3068
H39 -26.034060 12.398840 -16.447160  0.1865
H40 -24.556300 11.574500 -16.974120  0.3432
O41 -27.005870 20.552670 -9.464120  -0.5745
S11 -27.005510 19.486820 -10.446890  1.1629
O42 -27.456870 19.750660 -11.805690  -0.5024
O43 -25.593470 18.647160 -10.259930  -0.0950
C21 -25.752050 17.603720 -9.270590  0.1793
C22 -27.190750 17.541230 -8.725100  -0.0812
O44 -27.841250 18.137880 -9.807110  -0.4746
H41 -25.657120 16.736430 -9.923970  -0.4666
H42 -24.934640 17.495470 -8.557690  0.4553
H43 -27.387860 18.140990 -7.836540  0.2541
H44 -27.685040 16.571230 -8.778810  0.1736
O45 -20.813850 16.726290 -6.055780  -0.5560
S12 -21.802580 16.266300 -5.098260  1.2468
O46 -23.163730 15.862750 -5.486280  -0.4911
O47 -21.148310 15.173390 -4.012350  -0.3155
C23 -20.730370 15.836290 -2.797990  -0.3170
C24 -21.062950 17.361860 -2.854230  -0.2855
O48 -21.965380 17.451910 -3.934370  -0.3658
H45 -21.350240 15.374580 -2.029430  0.2646
H46 -19.690710 15.562440 -2.618480  0.2851
H47 -20.198220 17.912040 -3.225250  0.2622
H48 -21.611870 17.804660 -2.023140  0.2673

Cartesian forces, eV/Å:
1.104 0.165 0.128
-0.160 3.358 3.362
-1.617 0.229 -3.770
2.291 -1.764 -0.105
-2.155 -0.990 0.227
-1.111 0.348 0.551
0.144 -0.253 -0.737
1.005 -0.341 0.772
-0.375 -0.277 0.045
-0.037 -0.372 -0.471
0.805 0.004 -0.065
3.243 -1.473 2.110
-1.826 0.005 -2.908
2.006 1.633 -1.438
-1.253 0.278 2.466
-0.807 0.135 -1.125
2.105 1.318 -0.592
-4.898 -1.625 2.971
-0.240 0.020 -0.035
0.625 -0.174 -0.392
0.630 -0.058 -0.553
0.342 -0.097 -0.461
-3.014 1.186 -1.470
0.776 0.680 -0.739
0.983 1.648 3.454
1.467 -2.267 -1.063
-1.368 0.544 1.468
0.516 -0.609 -0.726
-0.508 -0.578 -1.169
-0.167 -0.025 0.582
-0.422 0.174 -0.168
0.867 -0.187 0.698
0.984 -0.446 -0.887
-0.201 -0.099 0.487
-1.540 0.862 -2.388
-1.834 0.014 2.444
1.381 -1.729 0.035
-0.656 -0.694 -1.438
-0.502 1.101 1.867
2.683 0.806 -0.911
-0.143 0.009 0.170
0.277 0.720 0.233
0.267 -0.395 0.305
0.181 -0.677 -0.852
-0.579 -1.938 1.432
-0.053 0.564 1.309
-0.873 1.472 1.189
1.268 -1.316 -2.847
-0.761 1.382 -0.941
0.170 1.492 1.999
1.397 -0.062 -0.520
-0.393 -1.074 -0.019
-0.200 0.295 -0.188
-0.311 0.021 -0.851
0.297 -0.859 -0.536
-2.810 0.306 3.579
1.302 0.949 -1.943
0.987 -2.181 -0.627
0.739 1.121 -1.520
-0.425 -0.342 1.799
-0.341 -1.306 0.082
0.595 1.446 -1.871
0.034 0.228 0.042
0.042 -0.014 -0.376
-0.231 -0.036 0.813
0.023 -0.272 0.032
2.837 -0.146 -2.489
-0.894 0.926 0.667
-2.275 -1.705 -0.977
0.169 1.962 2.931
-0.396 -2.534 -1.443
0.853 -0.038 -0.645
0.321 -0.676 0.667
0.790 1.135 0.749
-0.792 0.371 -0.496
-0.642 0.318 0.545
0.012 0.552 0.415
3.547 2.351 1.870
0.195 -0.297 -0.718
-1.189 -2.985 1.228
-0.782 0.486 0.033
1.542 -0.510 -0.397
1.143 2.258 -2.978
-2.181 -1.609 -0.993
-1.061 0.430 0.662
-1.784 0.100 0.991
-0.660 -0.591 0.061
1.281 0.385 0.562
0.591 -0.152 -2.025
1.413 0.567 -0.338
-2.837 -1.820 -0.939
-0.279 1.200 1.942
-0.185 -0.093 -0.979
-0.106 0.282 -0.153
0.025 1.969 4.259
0.177 -0.585 -0.575
0.802 -0.022 0.105
0.363 -0.572 -0.721
0.031 -0.614 -0.502
2.617 -3.109 -0.462
0.234 2.949 -1.487
-1.979 -1.469 -1.593
1.139 -0.060 5.702
-2.401 0.390 -1.992
-0.496 1.874 -2.148
0.339 -0.649 1.383
0.495 -0.011 0.445
-0.254 -0.364 0.060
-0.085 -0.273 -0.476
0.486 0.474 0.348
-0.042 -1.175 -1.495
-0.560 -1.582 2.332
1.279 -1.024 2.236
-0.951 1.954 -0.354
0.374 -2.552 -0.554
0.599 1.144 -0.758
-1.503 3.280 -2.941
0.042 -0.422 0.286
-0.056 0.911 0.046
0.168 -0.364 0.280
0.794 -0.279 0.897
-1.288 -1.024 1.107
-1.452 0.463 1.638
3.605 0.792 0.660
-0.550 1.711 -1.673
-0.701 -0.440 0.970
0.749 -0.894 -1.814
-1.383 -0.935 -2.111
0.140 -0.025 0.134
-0.018 0.410 -0.100
0.295 0.270 0.924
0.606 -0.301 0.239

- structure (SMILES) = O=S1(=O)OCCO1.O=S1(=O)OCCO1.O=S1(=O)OCCO1.O=S1(=O)OCCO1.O=S1(=O)OCCO1.O=S1(=O)OCCO1.O=S1(=O)OCCO1.O=S1(=O)OCCO1.O=S1(=O)OCCO1.O=S1(=O)OCCO1.O=S1(=O)OCCO1.O=S1(=O)OCCO1

=====

Entry 2:
Computed, not measured: a single C5H6O molecule in a non-equilibrium geometry, with ωB97M-V/def2-TZVPD.

Each line ends with the natural charge from an NBO analysis.
Positions of all 12 atoms, in Å:
C1 2.796879 -0.153235 -0.220277  -0.3094
C2 1.663249 0.280456 -0.391238  -0.0382
C3 0.260840 0.254727 -0.605680  -0.5094
C4 -0.634102 -0.071425 0.628035  -0.5060
C5 -2.096977 -0.233368 0.280300  0.4438
O1 -2.556576 -0.022876 -0.815697  -0.5184
H1 3.679432 0.279134 0.185569  0.2296
H2 0.809272 -0.413273 -1.437836  0.3428
H3 -0.264013 0.890777 -1.305426  0.2653
H4 -0.296961 -0.969547 1.152907  0.2427
H5 -0.601953 0.720412 1.415809  0.2432
H6 -2.759093 -0.561782 1.113530  0.1140

Cartesian forces, eV/Å:
-0.093 1.233 0.091
0.837 0.773 1.139
0.302 -0.725 -1.012
0.210 -0.406 -0.508
-0.015 -0.017 -0.411
0.158 -0.088 0.429
0.651 -0.453 0.128
-2.901 -1.037 0.864
0.407 0.893 0.198
-0.010 -0.057 -0.090
0.290 -0.223 -0.720
0.166 0.106 -0.108

- structure (SMILES) = C#CCCC=O

=====

Entry 3:
Computed, not measured: a gas-phase ion, C10H11N4 (charge +1) in a non-equilibrium geometry, with ωB97M-V/def2-TZVPD.

Each line ends with the natural charge from an NBO analysis.
Positions of all 25 atoms, in Å:
N1 2.586994 2.587861 0.949952  -0.2870
C1 2.870524 1.730854 0.229449  0.2482
C2 3.126744 0.551940 -0.677866  -0.3055
N2 2.213232 -0.526382 -0.312673  -0.4113
C3 2.380963 -1.861876 -0.169401  0.2877
N3 1.360880 -2.535536 0.146153  -0.4379
C4 0.300083 -1.609964 0.138748  0.0838
C5 0.821068 -0.303626 -0.138133  0.1045
C6 0.136557 0.816972 -0.182491  -0.2109
C7 -1.687513 0.487352 0.004369  0.0904
N4 -2.597140 1.505985 -0.597416  -0.6966
C8 -2.168909 0.030932 1.382511  -0.4180
C9 -2.132355 -0.980176 0.226309  -0.2460
C10 -0.996346 -1.983991 0.246785  -0.1529
H1 3.009219 1.112838 -1.737796  0.2503
H2 4.178222 0.463293 -0.627219  0.2797
H3 3.397739 -2.429109 -0.279899  0.2349
H4 0.511780 1.812343 -0.380700  0.2409
H5 -1.871089 2.173195 -0.960897  0.4633
H6 -3.264304 2.033602 0.038630  0.4621
H7 -3.084845 1.202568 -1.422982  0.4425
H8 -3.184271 0.190233 1.643991  0.2249
H9 -1.652596 -0.222064 2.209772  0.2525
H10 -2.995041 -1.308904 -0.472386  0.2475
H11 -1.259599 -2.938339 0.743201  0.2526

Cartesian forces, eV/Å:
0.318 -0.610 -0.707
-0.186 -0.152 0.601
-1.642 3.340 -1.179
-0.186 2.310 -0.772
3.695 -2.632 0.040
-0.933 -0.343 0.206
-1.622 -1.989 -0.017
1.098 0.145 -0.422
-4.656 0.191 -0.181
3.546 -0.508 2.624
1.478 1.712 -0.104
-2.242 -0.751 -3.819
0.701 0.292 -2.289
-0.101 0.845 1.377
-0.345 -1.971 1.798
1.066 -1.458 0.259
-1.814 1.680 0.112
-0.412 0.008 0.077
-1.149 -0.046 0.308
1.087 -0.976 -0.627
-0.514 -0.502 -0.460
-0.921 0.943 0.092
2.473 -0.384 2.242
0.918 0.578 1.920
0.340 0.279 -1.079

- net charge = +1
- structure (SMILES) = N#CCn1cnc2c1=C[C@]1([NH3+])C[C@@H]1C=2

=====

Entry 4:
Computed, not measured: 2 unconnected molecules or ions with the total composition C4H8NO in a non-equilibrium geometry, with ωB97M-V/def2-TZVPD.

Each line ends with the natural charge from an NBO analysis.
Positions of all 14 atoms, in Å:
C1 0.864683 -1.963386 0.190100  0.1302
C2 -2.367221 0.155276 0.034499  0.4721
C3 0.234040 1.499818 0.319114  -0.6468
C4 0.619520 0.346117 -0.676508  -0.2398
N1 0.168117 -0.951871 -0.069341  -0.4197
O1 -3.403060 0.479325 -0.134530  -0.3776
H1 1.921149 -2.192592 -0.160369  0.2334
H2 0.532967 -2.753224 0.731106  0.2121
H3 -0.820562 -0.816510 0.311364  0.4348
H4 -0.360355 0.951128 1.109899  0.2126
H5 1.235001 2.012254 0.716884  0.2547
H6 -0.319818 2.421375 -0.069155  0.2607
H7 1.645260 0.308738 -0.727594  0.2305
H8 0.050278 0.503557 -1.575469  0.2428

Cartesian forces, eV/Å:
2.987 0.482 -1.892
1.460 -0.878 0.341
1.428 0.991 1.098
-2.587 0.714 1.227
-0.621 1.500 0.593
-2.489 0.940 -0.411
-1.256 1.247 0.114
-1.778 -2.094 1.700
1.236 -0.641 -0.579
0.897 1.584 -0.275
-2.211 -1.505 -0.366
0.372 -1.805 0.095
2.217 -0.212 -0.934
0.345 -0.324 -0.710

- net charge = +1

=====

What are the gap between HOMO and LUMO values for these records? In order: 10.46; 10.01; 7.95; 11.63 eV.
What are the LUMO energy values for these records? In order: -0.14; 0.77; -3.56; -4.83 eV.